Entry 1:
Density functional theory data (the ωB97M-V functional and the def2-TZVPD basis) for a structure of composition C20H47CeNO2P3 at a distorted geometry.

```
74
Properties=species:S:1:pos:R:3:forces:R:3
Ce -0.884 -0.004 -0.330 -0.09 -0.04 3.49
P 0.074 -2.602 -0.957 -0.14 -1.54 -0.69
P 0.023 2.646 -0.773 0.56 1.83 0.13
N -0.282 0.099 -2.685 2.52 -0.36 1.38
C -0.018 -2.474 -2.796 -0.41 0.49 -0.78
H 0.705 -3.184 -3.252 -0.50 0.28 0.32
H -1.023 -2.753 -3.157 0.35 -0.15 0.40
C 0.285 -1.089 -3.388 -0.02 0.07 -0.79
H 1.377 -0.992 -3.528 -0.42 0.44 0.48
H -0.123 -1.010 -4.403 0.13 -0.47 -0.03
C 0.268 1.344 -3.288 -0.17 -0.28 -0.81
H -0.131 1.332 -4.305 0.02 0.55 -0.14
H 1.354 1.259 -3.438 -0.23 -0.47 0.47
C -0.044 2.661 -2.587 -0.46 -0.29 -1.10
H -1.041 2.961 -2.924 0.02 0.20 0.28
H 0.660 3.410 -2.987 -0.31 -0.14 0.23
C 1.549 3.696 -0.417 0.34 -0.54 0.34
C 2.152 3.355 0.961 -0.09 0.42 0.15
H 3.065 3.966 1.100 -0.45 -0.38 0.04
H 2.434 2.298 1.027 -0.01 0.22 0.08
H 1.448 3.600 1.788 0.46 -0.11 -0.51
C -1.537 3.577 -0.325 -0.03 -0.46 0.35
C -1.719 3.684 1.195 -0.11 0.05 0.19
H -2.666 4.198 1.414 0.28 -0.11 -0.07
H -0.914 4.258 1.674 -0.18 -0.09 -0.18
H -1.777 2.701 1.685 0.06 0.12 -0.11
C -1.498 -3.550 -0.569 -0.02 0.40 0.44
C -1.604 -3.847 0.937 -0.13 -0.10 0.10
H -2.586 -4.296 1.149 0.32 0.11 -0.07
H -1.531 -2.938 1.553 0.06 -0.12 -0.08
H -0.837 -4.561 1.275 -0.24 0.22 -0.17
C 1.559 -3.672 -0.692 0.51 0.36 0.48
C 2.087 -3.540 0.741 0.12 -0.12 0.22
H 3.009 -4.128 0.839 -0.23 0.14 0.00
H 1.374 -3.921 1.486 0.17 0.05 -0.23
H 2.337 -2.506 0.995 -0.02 -0.09 0.00
C 1.594 -0.041 -0.144 6.88 -0.06 -0.68
O 2.763 -0.060 -0.234 -5.79 0.07 0.47
C -1.747 4.922 -1.023 -0.18 0.19 -0.33
H -1.128 5.713 -0.597 -0.15 -0.22 -0.06
H -1.557 4.870 -2.103 -0.04 0.10 0.28
H -2.795 5.228 -0.896 0.25 -0.16 -0.01
C -1.763 -4.802 -1.414 -0.13 -0.20 -0.14
H -2.804 -5.124 -1.253 0.32 0.18 -0.04
H -1.642 -4.619 -2.487 -0.04 -0.15 0.22
H -1.117 -5.639 -1.123 -0.26 0.34 -0.10
C 1.412 -5.141 -1.082 -0.10 -0.43 -0.08
H 2.402 -5.623 -1.045 -0.26 0.29 0.00
H 0.772 -5.696 -0.377 0.25 0.29 -0.25
H 1.028 -5.283 -2.098 0.03 0.01 0.21
C 1.380 5.217 -0.581 -0.12 0.13 0.26
H 0.759 5.646 0.237 0.44 -0.29 -0.59
H 2.382 5.683 -0.505 -0.47 -0.29 -0.07
H 0.956 5.493 -1.556 0.11 -0.01 0.32
H 2.259 3.342 -1.191 -0.28 0.07 0.25
H 2.304 -3.211 -1.360 -0.11 -0.02 0.04
H -2.316 2.887 -0.703 -0.07 0.09 -0.02
H -2.293 -2.812 -0.819 0.10 -0.14 0.00
H -1.319 0.026 -2.452 0.37 0.38 -2.34
H -2.114 -0.043 -1.602 -2.64 -0.17 -0.38
C -1.718 -0.389 4.535 -0.17 0.00 0.21
P -0.406 -0.060 3.375 0.32 0.22 1.16
C 0.376 1.524 3.737 0.06 -0.01 -0.02
C 0.849 -1.339 3.490 0.14 -0.20 -0.06
O -1.044 -0.022 1.973 0.31 0.02 -2.18
H -1.368 -1.056 5.336 -0.19 0.27 -0.15
H -2.545 -0.862 3.988 0.22 0.04 0.23
H -2.078 0.559 4.961 0.07 -0.32 -0.04
H 0.570 1.618 4.816 -0.05 -0.07 -0.29
H 1.329 1.620 3.199 -0.21 -0.11 0.15
H -0.279 2.347 3.418 0.05 -0.25 0.19
H 0.482 -2.284 3.069 -0.05 0.22 0.18
H 1.758 -1.055 2.944 -0.19 0.03 0.15
H 1.117 -1.511 4.545 -0.08 0.12 -0.32
```
Positions in Å, forces in eV/Å.

Calculated values
- LUMO (spin up / spin down) (eV) = -11.161 / -11.162
- HOMO (spin up / spin down) (eV) = -18.71 / -18.71
- total charge = +3
- Kohn-Sham gap (spin up / spin down) (eV) = 7.55 / 7.55

Entry 2:
Density functional theory data (the ωB97M-V functional and the def2-TZVPD basis) for a cluster of 6 separate species, C20H47I2N11O9 in total at a distorted geometry.

```
89
Properties=species:S:1:pos:R:3:forces:R:3
C 1.510 2.596 2.801 0.44 0.21 -0.01
C 2.020 2.409 1.372 -0.34 0.13 -0.01
C 1.116 1.591 0.430 -0.05 0.25 0.38
C -0.280 2.209 0.417 0.04 -0.40 0.08
C 1.077 0.034 0.663 0.40 -0.16 -0.89
O -0.190 -0.522 0.752 -0.05 0.32 0.42
C -0.902 -0.341 1.981 -0.18 0.18 0.10
C -2.421 -0.180 1.758 0.26 -0.49 0.34
C -3.124 -0.887 2.930 -0.03 0.03 -0.49
C -2.927 -0.772 0.431 -0.07 0.38 -0.15
C -3.488 0.189 -0.628 -0.53 -0.47 -0.26
C -4.451 1.227 -0.053 0.54 0.14 -0.35
C -4.234 -0.658 -1.676 0.07 0.26 0.47
C 2.106 -0.402 1.723 -0.05 0.15 0.04
O 1.981 -0.635 2.875 -0.05 0.00 0.07
O 3.351 -0.474 1.114 0.24 0.17 0.22
C 3.266 -0.487 -0.284 0.09 -0.37 -0.17
N 3.885 0.647 -0.865 -0.40 0.53 -0.07
I 4.438 -2.249 -0.944 -0.24 0.27 -0.32
C 1.756 -0.752 -0.509 -0.38 -0.97 0.18
O 1.548 -2.117 -0.201 -0.04 0.35 -0.19
I 0.969 -0.370 -2.457 0.13 0.25 0.05
H 1.166 1.677 3.263 -0.15 -0.10 0.02
H 2.339 2.955 3.407 0.05 0.01 0.09
H 0.743 3.363 2.847 -0.25 -0.09 0.04
H 3.040 2.049 1.411 0.23 -0.24 0.07
H 2.086 3.405 0.929 0.10 0.05 -0.11
H 1.497 1.736 -0.579 0.11 -0.06 -0.09
H -0.950 1.595 -0.170 -0.20 0.10 -0.23
H -0.219 3.213 0.008 -0.04 0.10 -0.10
H -0.696 2.273 1.418 -0.06 0.10 0.05
H -0.723 -1.187 2.643 0.17 -0.25 -0.16
H -0.509 0.534 2.495 -0.01 0.03 0.13
H -2.668 0.873 1.854 0.03 0.18 -0.31
H -2.644 -0.686 3.885 -0.05 0.07 0.15
H -3.116 -1.960 2.739 0.14 -0.15 0.18
H -4.171 -0.593 2.964 -0.08 0.11 0.15
H -3.744 -1.456 0.659 -0.10 -0.10 0.08
H -2.152 -1.372 -0.044 0.09 -0.11 0.05
H -2.696 0.702 -1.174 0.28 0.19 0.21
H -5.285 0.762 0.469 -0.03 -0.06 0.17
H -3.919 1.918 0.600 -0.16 0.04 0.24
H -4.861 1.812 -0.871 -0.17 0.06 -0.04
H -3.548 -1.263 -2.265 0.04 -0.13 -0.05
H -4.938 -1.309 -1.159 -0.07 -0.22 -0.10
H -4.834 -0.028 -2.319 0.04 0.08 -0.29
H 3.835 1.453 -0.250 0.07 -0.11 0.21
H 3.389 0.889 -1.719 0.16 -0.07 -0.13
H 1.117 -2.565 -0.935 -0.01 -0.02 0.11
C 7.935 -4.513 0.894 0.00 0.01 0.01
O 8.557 -4.287 -0.129 0.00 0.00 0.00
N 6.694 -3.992 1.129 0.05 0.01 -0.05
N 8.438 -5.310 1.891 -0.01 0.01 0.00
H 6.168 -4.164 1.964 0.00 -0.01 0.00
H 6.292 -3.402 0.418 0.17 -0.13 0.27
H 9.346 -5.706 1.746 0.00 0.01 -0.02
H 7.946 -5.509 2.741 -0.02 0.01 -0.01
C 6.407 2.169 1.590 0.07 -0.03 -0.09
O 5.348 2.403 2.152 -0.11 0.03 -0.05
N 7.412 3.095 1.523 -0.02 0.04 -0.05
N 6.659 0.982 0.971 -0.05 -0.04 0.03
H 8.291 2.925 1.071 0.01 -0.03 0.02
H 7.253 3.978 1.970 0.00 -0.01 0.02
H 5.940 0.279 1.011 0.06 0.01 -0.01
H 7.509 0.779 0.480 0.01 -0.01 0.01
C -8.108 0.837 -1.663 -0.13 0.15 0.08
O -6.992 0.969 -2.122 -0.09 0.00 -0.02
N -8.403 -0.032 -0.643 0.03 0.01 -0.09
N -9.178 1.559 -2.131 -0.03 -0.06 -0.04
H -9.321 -0.119 -0.252 0.03 0.12 0.12
H -7.653 -0.593 -0.272 0.00 -0.12 -0.15
H -9.000 2.205 -2.877 0.02 0.00 0.00
H -10.106 1.481 -1.764 0.01 0.01 0.03
C 5.829 3.597 -3.707 0.03 -0.05 0.04
O 6.242 4.630 -4.199 -0.01 0.02 -0.02
N 5.825 3.375 -2.355 -0.06 -0.01 0.03
N 5.336 2.567 -4.463 -0.07 0.02 0.00
H 5.487 2.530 -1.935 0.08 -0.11 0.03
H 6.187 4.103 -1.769 -0.01 0.02 0.00
H 5.327 2.694 -5.458 0.01 0.01 0.00
H 5.010 1.702 -4.077 0.06 -0.02 0.02
C -7.991 -3.486 -1.533 -0.08 -0.03 0.09
O -7.025 -2.845 -1.154 0.01 0.01 0.07
N -9.193 -2.898 -1.819 -0.04 -0.04 0.00
N -7.950 -4.845 -1.681 0.01 0.01 0.00
H -10.006 -3.414 -2.096 0.03 -0.03 -0.04
H -9.247 -1.899 -1.724 0.11 -0.02 -0.04
H -7.081 -5.301 -1.474 0.01 0.01 0.00
H -8.729 -5.393 -1.990 0.00 0.02 -0.03
```
Positions in Å, forces in eV/Å.

Calculated values
- LUMO (eV) = 0.063
- HOMO (eV) = -9.29
- SMILES = CC[C@H](C)[C@]1(OC[C@H](C)CC(C)C)C(=O)O[C@@](N)(I)[C@]1(O)I.NC(N)=O.NC(N)=O.NC(N)=O.NC(N)=O.NC(N)=O
- Kohn-Sham gap (eV) = 9.35